(1)
{"formula": "C24H42NP3STl", "method": "wB97M-V/def2-TZVPD", "total_charge": 3, "molar_mass_g_mol": 673.98, "e_tot_ha": -2587.977853, "homo_lumo_gap_ev": [3.6, 2.9], "species": ["Tl", "P", "P", "P", "H", "C", "C", "H", "C", "C", "C", "C", "C", "C", "C", "C", "C", "H", "H", "H", "H", "H", "H", "H", "H", "H", "H", "H", "H", "H", "H", "H", "H", "H", "H", "H", "H", "H", "H", "H", "H", "H", "H", "H", "H", "H", "C", "C", "C", "C", "C", "C", "S", "H", "H", "H", "H", "H", "H", "N", "C", "C", "C", "C", "C", "C", "C", "H", "H", "H", "H", "H"], "positions_angstrom": [[-0.94914, -0.46074, -2.64000], [-1.76281, 1.91149, 0.55817], [-1.97007, -1.02371, 1.00755], [2.07862, 2.18677, -0.81030], [-0.27387, -5.80736, -2.92212], [0.63759, -5.23032, -3.10154], [1.44640, -4.86754, -2.09323], [1.23584, -5.14859, -1.05409], [-2.84557, 2.36460, -0.86969], [-2.97937, 2.29128, 1.89712], [-0.82133, 3.49376, 0.66570], [-1.24923, -2.71753, 0.87661], [-2.34808, -1.07111, 2.81305], [-3.68058, -1.35613, 0.38291], [3.59188, 1.20485, -1.16299], [2.84617, 3.53106, 0.19855], [1.96947, 3.08318, -2.42246], [0.85956, -4.93613, -4.13055], [2.35338, -4.27672, -2.27122], [-3.39439, 3.28902, -0.64502], [-3.55773, 1.55631, -1.06477], [-2.22953, 2.51488, -1.76602], [-3.39258, 3.29120, 1.71176], [-2.46807, 2.28918, 2.86480], [-3.79307, 1.55773, 1.91361], [-1.51188, 4.32454, 0.86546], [-0.27445, 3.69480, -0.26545], [-0.11136, 3.40462, 1.49563], [-2.02840, -3.48906, 0.95778], [-0.52247, -2.85475, 1.68894], [-0.72342, -2.83230, -0.08246], [-3.17727, -1.76220, 3.02113], [-2.61371, -0.07187, 3.17577], [-1.45163, -1.39884, 3.35562], [-4.16713, -2.11509, 1.01125], [-3.63382, -1.71191, -0.65404], [-4.26595, -0.42714, 0.40764], [3.99198, 1.46297, -2.14942], [3.31630, 0.14399, -1.16393], [4.34279, 1.39592, -0.38812], [3.30521, 4.28992, -0.44801], [3.60546, 3.08238, 0.84979], [2.07523, 4.00039, 0.82165], [2.98784, 3.25537, -2.79448], [1.45984, 4.04440, -2.26840], [1.41278, 2.47339, -3.14865], [1.57427, -1.11640, -4.97156], [1.00678, -0.49188, -6.10642], [1.06386, -1.10771, -7.34976], [1.68027, -2.35501, -7.48902], [2.30117, -2.95697, -6.38902], [2.25995, -2.34662, -5.13953], [1.46335, -0.38326, -3.42514], [-2.66416, -0.50972, -2.10208], [0.50592, 0.46867, -5.98548], [0.62260, -0.61616, -8.21611], [1.69178, -2.85651, -8.45600], [2.82377, -3.90667, -6.52010], [2.74120, -2.81642, -4.27934], [-0.00687, 1.52556, 3.00773], [0.03248, 1.13778, 4.11288], [0.07905, 0.67336, 5.46723], [-1.08682, 0.64867, 6.25323], [-1.02685, 0.20750, 7.57796], [0.19432, -0.20618, 8.12327], [1.35515, -0.19003, 7.34008], [1.29922, 0.24604, 6.01379], [-2.03231, 0.98058, 5.81504], [-1.93901, 0.19206, 8.17788], [0.23625, -0.54258, 9.16075], [2.30729, -0.51746, 7.76309], [2.19794, 0.26035, 5.39312]], "lowdin_charge": [0.8352, 0.9295, 0.9143, 0.8208, 0.0570, -0.0619, -0.0816, 0.0488, -0.2449, -0.2386, -0.2364, -0.2010, -0.2287, -0.2508, -0.2932, -0.2576, -0.3012, 0.0399, 0.0410, 0.0872, 0.0297, 0.0465, 0.0790, 0.0400, 0.0514, 0.0926, 0.0262, 0.0211, 0.0931, 0.0714, 0.0368, 0.0847, 0.0244, 0.0604, 0.0804, 0.0196, 0.0500, 0.0517, 0.0094, 0.0526, 0.0681, 0.0502, 0.0232, 0.0611, 0.0480, -0.0072, -0.6928, -0.0978, -0.0376, -0.0101, -0.0378, -0.0860, 0.6090, -0.0968, 0.1087, 0.1276, 0.1313, 0.1300, 0.1049, 0.1435, -0.1443, -0.2454, -0.0346, -0.0434, -0.0280, -0.0370, -0.0193, 0.1137, 0.1226, 0.1269, 0.1246, 0.1254]}

=====

(2)
{"formula": "C24H43BN6O3PSe3SnTe", "method": "wB97M-V/def2-TZVPD", "total_charge": 1, "molar_mass_g_mol": 988.62, "de_lowest_kj_mol": 0.0, "e_tot_ha": -9547.384211, "homo_lumo_gap_ev": [6.4, 6.1], "species": ["Sn", "C", "C", "C", "C", "C", "C", "N", "N", "B", "N", "C", "C", "C", "N", "C", "C", "C", "N", "C", "C", "C", "N", "C", "C", "C", "H", "H", "H", "H", "H", "H", "H", "H", "H", "H", "H", "H", "H", "H", "H", "H", "H", "H", "H", "H", "H", "H", "H", "H", "H", "H", "H", "H", "Se", "Se", "Te", "Se", "C", "C", "O", "P", "O", "C", "C", "O", "C", "C", "H", "H", "H", "H", "H", "H", "H", "H", "H", "H", "H", "H", "H", "H", "H"], "positions_angstrom": [[0.23767, 1.12754, -0.21723], [4.92478, 0.19298, 1.71001], [3.74796, -0.06778, 0.76620], [4.14945, -1.04257, -0.33676], [2.55320, -0.51203, 1.56064], [2.47427, -1.45281, 2.59140], [1.20271, -1.30630, 3.11074], [0.55687, -0.36204, 2.41984], [1.38778, 0.13460, 1.47371], [-0.73046, 0.42228, 2.80585], [-1.88746, 0.15494, 1.82276], [-3.12704, -0.26473, 2.10083], [-3.93471, -0.01505, 1.01667], [-3.10426, 0.59630, 0.07275], [-1.86973, 0.69254, 0.57541], [-3.53818, 1.17891, -1.24232], [-4.25455, 0.15255, -2.11747], [-2.41326, 1.84811, -2.01327], [-0.37612, 1.92478, 2.74376], [-0.42510, 2.81751, 3.73862], [-0.04827, 4.04753, 3.25245], [0.22216, 3.83736, 1.89698], [0.01954, 2.54972, 1.60031], [0.74235, 4.86779, 0.93489], [0.41010, 4.59724, -0.52558], [2.25304, 5.04149, 1.12185], [5.71831, 0.71695, 1.18024], [5.33702, -0.74634, 2.07824], [4.62847, 0.79338, 2.56880], [3.47164, 0.88927, 0.30591], [4.22414, -2.05901, 0.05146], [5.12327, -0.76620, -0.73938], [3.43779, -1.03914, -1.16018], [3.25171, -2.10367, 2.94668], [0.73063, -1.78494, 3.94961], [-1.06457, 0.11675, 3.91134], [-3.35317, -0.68577, 3.06444], [-4.98450, -0.22096, 0.92228], [-4.27186, 1.94921, -0.97580], [-3.56758, -0.63634, -2.41482], [-4.63696, 0.63505, -3.01650], [-5.09694, -0.30090, -1.59817], [-1.70335, 1.10915, -2.39793], [-1.87846, 2.57890, -1.40059], [-2.81269, 2.37882, -2.87698], [-0.72260, 2.51132, 4.72487], [0.02043, 4.97470, 3.79144], [0.25452, 5.80694, 1.21537], [0.97173, 3.74292, -0.91596], [0.69935, 5.45402, -1.13580], [-0.65654, 4.42596, -0.67999], [2.78351, 4.15252, 0.77271], [2.51087, 5.19980, 2.16768], [2.61301, 5.89437, 0.54704], [3.43873, 2.22836, -2.13462], [3.17597, 3.84641, -3.60605], [1.29157, 3.05858, -5.15273], [0.88873, 0.86156, -4.40096], [-1.27491, -3.82319, 1.60634], [0.04035, -3.91757, 0.86754], [-0.07804, -3.54270, -0.51349], [-0.42724, -2.01682, -0.91927], [-1.98210, -2.04040, -1.27910], [-2.53090, -3.03410, -2.18112], [-3.82673, -3.54891, -1.60623], [0.18243, -2.02766, -2.42288], [1.51436, -2.53753, -2.60239], [1.47509, -3.78867, -3.44422], [-1.14548, -4.17066, 2.63127], [-2.03281, -4.44435, 1.13054], [-1.64306, -2.79633, 1.63606], [0.41137, -4.94281, 0.85036], [0.80430, -3.28828, 1.33236], [-1.80327, -3.83687, -2.31428], [-2.67604, -2.54428, -3.14453], [-3.65462, -4.08812, -0.67658], [-4.29788, -4.22970, -2.31541], [-4.51599, -2.73051, -1.40609], [1.96283, -2.74199, -1.62847], [2.09377, -1.74732, -3.08298], [0.89736, -4.56756, -2.94814], [2.48800, -4.15525, -3.61045], [1.02431, -3.58100, -4.41355]], "lowdin_charge": [1.2346, -0.0502, -0.3858, -0.0570, -0.2625, 0.0090, -0.0541, -0.0175, -0.0643, -0.5273, -0.0223, -0.0464, 0.0157, -0.2514, -0.0433, -0.3431, -0.0428, -0.1011, -0.0166, -0.0367, 0.0110, -0.2527, -0.0225, -0.3570, -0.0920, -0.0441, 0.0853, 0.0861, 0.0884, 0.0533, 0.0914, 0.0874, 0.0496, 0.1184, 0.1349, 0.1281, 0.1329, 0.1164, 0.1511, 0.0573, 0.0906, 0.0786, 0.0316, 0.0364, 0.0963, 0.1309, 0.1161, 0.1452, -0.0128, 0.0906, 0.0750, 0.0718, 0.0834, 0.0867, 0.0263, -0.0996, 0.3873, -0.1074, -0.0666, -0.2661, -0.2909, 0.7742, -0.3192, -0.2616, -0.0529, -0.3338, -0.3138, -0.0566, 0.0851, 0.0755, 0.0539, 0.1252, 0.0862, 0.1098, 0.1176, 0.0696, 0.0875, 0.0657, 0.0915, 0.0872, 0.0764, 0.0844, 0.0841]}